The following is a quantum chemistry calculation of a gas-phase ion, C5H8N3O (charge +1) in a non-equilibrium geometry, from OMol25.

Results
SMILES: C[n+]1cc[nH]c1C(N)=O
energy above the lowest of the compared OMol25 structures with the same formula, charge and spin: 13.50 kJ/mol
charge: +1
spin multiplicity: 1
HOMO: -14.23 eV
frontier orbital gap: 10.291 eV

Each line ends with the natural charge from an NBO analysis.
Element x y z (Å)
C -1.79797 1.27883 0.36784  -0.050
C -1.99356 -0.04531 -0.00281  -0.029
C 0.15332 0.28429 0.15194  0.301
C 1.69970 0.09717 0.22438  0.646
C -0.45872 -2.08097 -0.31748  -0.395
N -0.44867 1.43216 0.49081  -0.460
N -0.80429 -0.63515 -0.17532  -0.255
N 2.35710 1.15898 -0.44213  -0.846
O 2.24212 -0.78039 0.82131  -0.490
H -2.46153 2.17384 0.48306  0.272
H -2.84540 -0.64736 -0.25552  0.256
H 0.56281 -2.06019 -0.57577  0.240
H -0.46211 -2.50605 0.70798  0.242
H -1.17550 -2.56358 -0.93017  0.240
H -0.11120 2.33297 1.02281  0.493
H 2.22945 1.41419 -1.41471  0.422
H 3.31448 1.14657 -0.15621  0.412

The following is a quantum chemistry calculation of a molecular structure, C3H4I2 in a non-equilibrium geometry, from OMol25.

Results
energy above the lowest of the compared OMol25 structures with the same formula, charge and spin: 187.77 kJ/mol
charge: 0
spin multiplicity: 1
HOMO: -7.83 eV
frontier orbital gap: 8.239 eV

Each line ends with the natural charge from an NBO analysis.
Element x y z (Å)
C 0.79305 0.07402 -0.05834  -0.523
C -0.39197 0.62482 -0.69892  -0.390
C -0.10842 -0.63262 0.87728  -0.357
I -1.11432 2.45299 -0.21840  0.192
I -0.82054 -2.51507 0.45618  0.184
H 1.18238 -0.59663 -0.86807  0.221
H 1.56361 0.60734 0.38640  0.225
H -0.73655 0.02626 -1.57704  0.236
H -0.36724 -0.04111 1.70092  0.212

The following is a quantum chemistry calculation of C8H11N in the gas phase in a non-equilibrium geometry, from OMol25.

Results
SMILES: C=c1[nH]c(C)c(C)c1=C
energy above the lowest of the compared OMol25 structures with the same formula, charge and spin: 0.00 kJ/mol
charge: 0
spin multiplicity: 1
HOMO: -6.98 eV
frontier orbital gap: 7.844 eV

Each line ends with the natural charge from an NBO analysis.
Element x y z (Å)
C 0.98888 0.16681 2.34222  -0.655
C -0.54543 2.17569 0.44450  -0.630
N 0.29549 -1.44486 0.56084  -0.589
C 0.39990 -0.13217 1.00703  0.223
C 0.05683 -1.39428 -0.79012  0.164
C -0.26578 0.73749 0.19263  -0.128
C -0.52310 -0.00941 -1.03781  -0.036
C 0.11388 -2.41108 -1.65271  -0.470
C -0.94676 0.46713 -2.21418  -0.408
H 0.78375 -2.21132 0.99853  0.398
H 0.22756 0.52330 3.04247  0.232
H 1.45154 -0.72132 2.78395  0.215
H 1.76503 0.93287 2.24759  0.232
H -0.83981 2.71355 -0.45942  0.220
H 0.34096 2.68234 0.83939  0.217
H -1.35523 2.27908 1.17499  0.217
H 0.39794 -3.40540 -1.32683  0.195
H -0.17177 -2.30293 -2.69181  0.208
H -1.11367 1.52492 -2.37834  0.196
H -1.06021 -0.17041 -3.08292  0.197

The following is a quantum chemistry calculation of 2 unconnected molecules or ions with the total composition C4H15N2O in a non-equilibrium geometry, from OMol25.

Results
energy above the lowest of the compared OMol25 structures with the same formula, charge and spin: 45.95 kJ/mol
charge: +1
spin multiplicity: 1
HOMO: -13.91 eV
frontier orbital gap: 11.083 eV

Each line ends with the natural charge from an NBO analysis.
Element x y z (Å)
C 0.39276 2.35435 -0.93022  -0.620
C -0.12132 0.95962 -0.64657  -0.055
C 1.06802 0.08923 -0.09578  -0.425
C 0.95117 -0.44616 1.32949  -0.220
N -0.18511 -1.40058 1.46169  -0.734
N -1.29208 0.90737 0.22624  -0.877
H 1.25897 2.27556 -1.57926  0.226
H -0.32586 2.99901 -1.38713  0.227
H 0.77976 2.81848 -0.01501  0.207
H -0.38960 0.51420 -1.59237  0.208
H 1.31126 -0.73979 -0.74835  0.222
H 1.94841 0.71586 -0.05494  0.237
H 0.84227 0.29173 2.11888  0.222
H 1.85649 -0.96500 1.54898  0.224
H -0.21707 -1.84463 2.34630  0.428
H -0.97087 -0.70421 1.16835  0.483
H -0.26391 -2.15730 0.76783  0.457
H -1.42765 1.73304 0.83156  0.385
H -2.16604 0.99643 -0.32479  0.394
H -1.78973 -2.83684 -1.52618  0.497
H -0.32109 -2.99411 -1.75032  0.490
O -0.93878 -2.56626 -1.14839  -0.974

The following is a quantum chemistry calculation of a molecular structure, C29H29NO2 in a non-equilibrium geometry, from OMol25.

Results
energy above the lowest of the compared OMol25 structures with the same formula, charge and spin: 2102.07 kJ/mol
charge: 0
spin multiplicity: 1
HOMO: -7.52 eV
frontier orbital gap: 7.781 eV

Each line ends with the natural charge from an NBO analysis.
Element x y z (Å)
C -6.32924 -1.45288 -2.38581  -0.205
H -5.46439 -1.91427 -3.11716  0.137
O -6.00333 -1.67062 -1.14265  -0.462
C -4.94634 -1.38339 -0.55989  0.318
C -4.81346 -1.87030 0.65789  -0.294
C -3.76092 -1.40499 1.54732  -0.186
C -2.78011 -0.72108 1.03433  -0.107
C -2.87705 -0.25189 -0.59752  -0.116
C -4.04755 -0.61099 -1.26605  -0.325
H -4.04399 -0.39936 -2.21741  0.210
H -2.15444 0.49693 -0.96713  0.217
C -1.58949 -0.09599 1.50226  0.077
C -0.22163 -0.33991 0.86358  -0.185
C 0.92782 0.27817 1.70554  -0.125
C 0.80218 0.50360 2.88608  -0.183
C -0.48826 0.47655 3.77401  -0.170
C -1.52165 -0.00496 3.00458  -0.222
H -2.55192 0.11839 3.53200  0.194
H -0.38138 0.88689 4.62804  0.194
H 1.67225 0.83749 3.68358  0.204
C 2.19634 0.22429 0.88477  0.077
N 2.13849 1.26984 0.01802  -0.506
C 2.92049 0.86051 -1.17983  0.690
O 2.97327 1.41370 -2.09843  -0.532
C 3.57349 -0.40907 -1.09270  -0.054
C 3.77443 -1.66802 -1.89347  -0.378
H 4.35371 -1.57500 -2.70623  0.205
H 2.74068 -1.72856 -2.33675  0.196
C 4.16230 -2.99802 -1.09669  -0.387
C 3.94865 -3.14495 0.32450  -0.201
C 3.21241 -2.12683 0.90536  -0.173
C 2.58669 -1.08935 0.11830  -0.273
H 1.73544 -1.36971 -0.23758  0.206
H 2.97252 -2.49948 1.98441  0.232
H 4.29999 -4.05053 0.72993  0.216
H 3.90987 -3.64076 -1.69922  0.197
H 5.35898 -2.97979 -1.47648  0.176
C 4.96399 -0.16879 -0.05811  -0.594
H 5.41889 -0.97489 0.20988  0.207
H 4.78936 0.78189 0.45671  0.230
H 5.67101 0.03096 -1.00349  0.193
C 1.65985 2.61129 0.25596  -0.217
C 0.22930 2.66900 -0.22887  -0.089
C -0.19446 2.40700 -1.52875  -0.182
C -1.59357 2.78322 -1.90787  -0.219
C -2.21695 2.99075 -0.83469  -0.247
C -1.82661 3.10044 0.51452  -0.145
C -0.43226 2.89503 0.79005  -0.210
H -0.17901 3.25891 1.65998  0.211
H -2.72643 3.52855 1.31597  0.229
H -3.39628 3.23704 -1.08857  0.194
H -1.82260 2.64324 -2.89952  0.227
H 0.73928 2.35092 -2.43875  0.244
H 2.10222 2.78719 1.13173  0.224
H 2.48543 3.06998 -0.58607  0.212
H 3.05829 0.60260 1.91920  0.082
H -0.20122 -0.47383 -0.13994  0.195
H -3.67513 -1.60479 2.58320  0.216
H -5.59224 -2.16108 1.31407  0.223
H -7.20690 -1.88727 -2.42443  0.190
H -6.33882 -0.44304 -2.72571  0.165

The following is a quantum chemistry calculation of a molecular structure, C10H13ClI2N2OPRu in a non-equilibrium geometry, from OMol25.

Results
charge: +3
spin multiplicity: 5
HOMO (spin up / spin down): -19.37 / -19.36 eV
frontier orbital gap (spin up / spin down): 7.025 / 2.862 eV
<S²>: 6.022

Each line ends with the Mulliken spin population.
Element x y z (Å)
I 0.95214 0.96320 -2.39788  1.065
I -0.30602 -1.04158 2.52403  1.064
Ru 0.20806 -0.12388 0.00008  0.514
P 1.55510 -2.03703 -0.45163  0.235
C 3.30288 -1.85341 0.04433  0.059
C 0.99384 -3.57098 0.35887  0.033
H 0.59522 -2.52174 -2.59821  -0.004
H 2.05945 -3.51416 -2.29811  0.014
H 2.20296 -1.79036 -2.77470  0.000
C 1.61672 -2.51666 -2.20986  0.033
H -0.07769 -3.68196 0.17388  -0.004
H 1.53900 -4.42332 -0.05989  0.014
H 3.87221 -2.75860 -0.18880  0.033
H 3.35212 -1.65949 1.11948  0.001
H 1.15782 -3.50808 1.43559  -0.001
H 3.73617 -1.00295 -0.48974  0.001
C 1.57066 0.87514 0.75402  0.038
O 2.42091 1.49809 1.22506  0.055
Cl -1.56968 -1.42837 -0.97199  0.560
N -5.76866 2.54415 -0.51932  0.013
C -4.65967 2.59005 -0.19277  0.004
C -3.28024 2.64647 0.21483  0.018
C -2.80503 3.77414 0.87732  -0.012
C -1.48252 3.81373 1.28599  0.023
C -0.65071 2.72365 1.03477  -0.010
N -1.10598 1.59714 0.38398  0.237
C -2.41638 1.56427 -0.01953  -0.006
H -3.45261 4.61954 1.07816  0.002
H -1.09677 4.68503 1.80133  0.005
H 0.35565 2.82833 1.38634  0.012
H -2.81892 0.70963 -0.52563  0.003

The following is a quantum chemistry calculation of a molecular structure, C3H2Br2F3I in a non-equilibrium geometry, from OMol25.

Results
charge: 0
spin multiplicity: 3
HOMO (spin up / spin down): -8.18 / -9.74 eV
frontier orbital gap (spin up / spin down): 8.285 / 7.534 eV
<S²>: 2.008

Each line ends with the Mulliken spin population.
Element x y z (Å)
C -0.19145 0.26379 0.12388  -0.013
C -0.49241 1.21075 -0.96757  0.769
C -3.01837 0.45904 -1.25514  0.804
F -4.03193 1.09300 -0.69525  0.066
F -3.14015 0.45181 -2.58064  0.064
F -2.96889 -0.82800 -0.88175  0.061
Br -1.30852 0.64795 1.67221  0.015
Br 0.30672 0.77700 -2.57895  0.101
I -0.46906 3.28020 -0.61999  0.097
H -0.70856 -0.72058 -0.16034  0.008
H 0.74246 0.36074 0.45841  0.028

The following is a quantum chemistry calculation of 5 unconnected molecules or ions with the total composition C29H68N3O4, from OMol25.

Results
energy above the lowest of the compared OMol25 structures with the same formula, charge and spin: 0.00 kJ/mol
charge: +1
spin multiplicity: 1
HOMO: -11.46 eV
frontier orbital gap: 8.543 eV

Each line ends with the Löwdin charge.
Element x y z (Å)
C 4.36232 -3.42134 0.64505  -0.099
C 3.23725 -3.84628 -0.31422  -0.253
C 1.89787 -3.17168 -0.01361  -0.237
C 1.88836 -1.65348 -0.25569  -0.183
C 0.78887 -0.88715 0.52132  -0.181
C -0.18811 -0.13319 -0.39032  -0.220
C -1.36646 -0.95616 -0.90309  -0.195
C -2.41898 -1.27445 0.18091  -0.183
C -3.77733 -1.67297 -0.43665  -0.188
C -4.20677 -3.12723 -0.28490  -0.215
C -4.39548 -3.63703 1.15190  -0.182
C -4.55181 -5.17455 1.20224  -0.155
C -3.51767 -5.95508 1.98675  -0.110
N -2.15489 -6.03851 1.35518  -0.090
C -1.43851 -4.73519 1.30355  -0.099
C -1.28661 -4.07301 2.66156  -0.202
N -1.01352 -4.64260 3.76477  0.142
C -2.20037 -6.69170 0.00635  -0.091
C -0.81097 -6.94555 -0.52408  -0.226
N -0.59759 -6.79341 -1.76415  0.148
H 4.17389 -2.43884 1.07423  0.065
H 4.45267 -4.11989 1.47770  0.071
H 5.31419 -3.39497 0.11944  0.063
H 3.10999 -4.92846 -0.20570  0.093
H 3.52739 -3.68135 -1.35256  0.103
H 1.65369 -3.37003 1.03497  0.101
H 1.13728 -3.60413 -0.67017  0.095
H 1.71379 -1.49596 -1.31986  0.114
H 2.85436 -1.22988 0.00750  0.088
H 1.26819 -0.16753 1.18743  0.095
H 0.22633 -1.56232 1.17298  0.085
H -0.60170 0.73713 0.12769  0.088
H 0.37900 0.26601 -1.23335  0.116
H -1.85654 -0.38381 -1.69094  0.103
H -1.00463 -1.89391 -1.34159  0.114
H -2.05106 -2.10379 0.79270  0.055
H -2.51616 -0.39967 0.82494  0.120
H -4.57779 -1.02560 -0.07073  0.117
H -3.70723 -1.47430 -1.50828  0.109
H -3.53220 -3.77765 -0.85534  0.103
H -5.18609 -3.23086 -0.76004  0.122
H -5.32700 -3.19856 1.51357  0.123
H -3.62120 -3.27815 1.83198  0.091
H -5.49159 -5.42448 1.69768  0.129
H -4.65187 -5.54058 0.18029  0.110
H -3.86087 -6.98541 2.09826  0.140
H -3.40615 -5.53668 2.98229  0.130
H -1.60697 -6.67085 1.93897  0.171
H -1.96003 -4.08729 0.59898  0.103
H -0.43752 -4.88766 0.90010  0.120
H -1.37895 -2.98698 2.68527  0.111
H -0.89644 -5.65660 3.69553  0.055
H -2.73738 -6.05991 -0.69214  0.125
H -2.70879 -7.64892 0.13913  0.150
H -0.04241 -7.30889 0.16864  0.129
H 0.34347 -7.07791 -2.02558  0.073
C 7.23167 0.40595 -0.97814  -0.056
C 6.04223 -0.47658 -1.32092  -0.501
C 6.23249 -1.19495 -2.64797  -0.056
O 4.83245 0.28441 -1.33009  -0.063
H 7.36187 1.17889 -1.74027  0.083
H 7.07494 0.90508 -0.02196  0.080
H 8.15294 -0.17471 -0.92098  0.082
H 5.90165 -1.21477 -0.53021  0.113
H 6.33269 -0.47060 -3.46048  0.083
H 5.36967 -1.82447 -2.86973  0.072
H 7.12666 -1.81946 -2.63657  0.082
H 4.91290 0.95468 -2.01557  0.087
C -2.08999 3.80003 0.44925  -0.057
C -1.96318 3.80652 -1.06435  -0.491
C -2.88551 4.82514 -1.71078  -0.048
O -2.20436 2.49636 -1.58944  -0.064
H -3.10674 3.52567 0.74766  0.082
H -1.40450 3.07136 0.88269  0.060
H -1.85957 4.77641 0.87452  0.082
H -0.92904 4.02961 -1.33281  0.135
H -3.92999 4.59046 -1.48771  0.085
H -2.77049 4.81686 -2.79539  0.082
H -2.68337 5.83160 -1.34230  0.062
H -3.11650 2.26604 -1.38888  0.081
C -0.69281 9.32399 -0.48013  -0.060
C -1.98736 8.87240 -1.13882  -0.508
C -2.63517 9.99129 -1.93908  -0.060
O -2.89563 8.36596 -0.15899  -0.061
H -0.88915 10.14043 0.21974  0.083
H -0.24408 8.50540 0.08348  0.074
H 0.02764 9.67510 -1.21997  0.081
H -1.78074 8.02899 -1.80005  0.124
H -2.88912 10.82749 -1.28221  0.082
H -3.55651 9.64347 -2.40596  0.080
H -1.96726 10.36039 -2.71826  0.081
H -3.10100 9.08654 0.44423  0.085
C 3.42351 4.22764 2.18986  -0.059
C 2.09874 3.53605 1.90943  -0.494
C 2.18787 2.61550 0.70062  -0.053
O 1.05478 4.49263 1.73202  -0.055
H 3.71443 4.84721 1.33713  0.082
H 3.33899 4.87764 3.06043  0.080
H 4.21869 3.50335 2.37111  0.080
H 1.80141 2.95732 2.78553  0.138
H 2.44315 3.18974 -0.19432  0.087
H 1.22900 2.12882 0.51810  0.053
H 2.95136 1.84764 0.83798  0.078
H 1.27717 5.02479 0.96178  0.085

Question: Which value of spin multiplicity does entry 4 give?
Answer: 1